[1]
The following is a quantum chemistry calculation of C43H47FFeN7O11SSb as an isolated structure, from the Open Molecules 2025 dataset.

XYZ file:
```
112
Properties=species:S:1:pos:R:3:forces:R:3
Fe -0.570501 -0.581344 0.720786 -0.04 0.08 -0.63
O -0.652079 3.281114 0.025266 0.27 0.01 0.05
C -0.164347 2.293269 0.597241 -0.14 -0.19 -0.24
O 0.146496 1.216025 -0.022331 -0.03 -0.20 0.18
C 0.117179 2.391625 2.078807 -0.05 0.03 -0.07
C 0.267610 3.651497 2.584193 0.10 -0.07 0.03
C 0.588141 3.856269 3.932367 0.03 -0.12 0.00
C 0.748042 2.781747 4.784951 -0.01 0.07 -0.13
C 0.586671 1.499166 4.307275 -0.01 0.08 0.03
C 0.236456 1.214349 2.926046 0.12 0.09 -0.05
O 0.057104 0.054406 2.514380 -0.25 -0.42 0.00
N 0.792332 0.441558 5.282041 0.01 0.06 0.19
O 1.165407 0.769979 6.411771 0.04 0.05 0.05
O 0.598368 -0.712831 4.978529 -0.04 -0.21 -0.17
N 0.768323 5.186219 4.435175 -0.04 0.01 0.11
O 0.975630 5.342459 5.634434 0.03 -0.02 0.11
O 0.715158 6.122901 3.652457 -0.01 0.12 -0.18
H 0.135070 4.494028 1.922308 0.06 0.00 0.01
H 1.002039 2.934666 5.820418 0.00 0.01 0.01
S -1.054508 -4.567927 2.712787 -0.02 0.03 -0.07
C -2.687584 -3.996949 2.547353 0.00 0.07 -0.09
C -3.870096 -4.557634 3.016839 -0.04 -0.06 0.03
C -5.060448 -3.928227 2.704999 0.00 -0.05 0.04
C -5.073555 -2.762220 1.931549 0.04 0.03 -0.07
C -3.900603 -2.199018 1.473338 -0.04 -0.07 -0.01
C -2.692696 -2.816697 1.795667 -0.17 -0.12 -0.13
N -1.448336 -2.397910 1.376135 0.54 0.31 0.46
C -0.504889 -3.212214 1.757556 -0.18 -0.02 0.00
C 0.870518 -2.963185 1.364716 0.09 -0.01 0.01
C 1.901880 -3.875805 1.604429 0.01 0.05 0.01
C 3.187085 -3.556888 1.207661 -0.02 -0.01 0.02
C 3.415210 -2.320524 0.599671 0.02 0.00 0.00
C 2.372469 -1.434316 0.377203 0.11 0.05 -0.05
C 1.046530 -1.716211 0.726314 -0.03 0.04 0.00
H -3.859289 -5.466888 3.605524 0.00 0.01 0.00
H -5.994408 -4.345314 3.062490 0.01 0.00 0.00
H -6.020331 -2.289831 1.699248 0.01 0.00 0.00
H -3.876207 -1.289567 0.888516 -0.01 -0.06 -0.02
H 1.703314 -4.821720 2.101090 -0.01 0.01 0.00
H 4.006056 -4.244779 1.382670 -0.01 0.00 0.00
H 4.427686 -2.053716 0.306887 -0.01 -0.01 0.01
H 2.584469 -0.470579 -0.074432 0.00 -0.08 0.04
F -3.834725 3.447594 -2.218287 0.03 -0.01 0.08
C -3.517506 3.744823 -0.932270 -0.08 -0.15 -0.04
C -3.700963 2.840810 0.036427 -0.02 0.13 -0.16
N -3.384566 3.097557 1.339589 0.11 -0.05 0.10
C -3.582244 2.063370 2.352483 0.02 -0.15 -0.07
C -2.869301 0.704618 2.100753 0.19 0.23 -0.02
O -2.955718 -0.101971 3.020634 -0.09 0.18 0.03
O -2.288576 0.571038 0.973447 -0.28 0.05 0.14
C -2.792893 4.291795 1.703285 -0.11 0.06 -0.01
O -2.469759 4.570103 2.840281 -0.08 0.01 -0.04
N -2.662041 5.209952 0.673820 -0.12 -0.01 0.09
C -2.925661 5.039314 -0.672334 0.01 0.00 -0.09
O -2.709854 5.913872 -1.491536 0.00 -0.05 0.05
H -4.095791 1.859254 -0.173735 0.01 -0.05 -0.01
H -4.651849 1.867313 2.464981 0.00 -0.01 0.00
H -3.218263 2.466515 3.291565 0.04 -0.03 0.03
H -2.156228 6.044091 0.925057 0.04 0.08 0.03
N -1.847208 0.878193 -2.090179 0.17 0.23 0.43
C -2.024782 -0.448621 -2.111575 0.13 -0.38 -0.12
C -2.976643 -1.044712 -2.975663 0.10 0.07 0.03
C -3.000408 -2.408879 -3.102765 -0.01 -0.04 -0.02
C -2.083903 -3.183997 -2.390549 0.00 0.01 -0.02
C -1.235593 -2.526863 -1.524525 0.08 -0.05 0.05
N -1.216742 -1.203832 -1.337288 -0.29 0.15 0.30
H -2.534370 1.476672 -2.508876 -0.02 0.13 0.03
H -1.197183 1.252995 -1.388187 -0.10 0.01 0.01
H -3.650005 -0.408773 -3.537141 0.00 0.00 0.00
H -3.720470 -2.876810 -3.765060 0.00 0.00 0.01
H -2.049461 -4.260404 -2.482473 0.01 0.01 0.01
H -0.523640 -3.076959 -0.919540 -0.05 0.01 -0.04
C 0.201292 1.555789 -4.759356 0.03 -0.02 -0.03
C 1.341888 2.250541 -4.010920 -0.03 0.04 -0.04
C 2.215781 2.968579 -5.035277 0.01 -0.02 -0.04
C 0.738068 3.290359 -3.061446 0.03 -0.01 0.01
Sb 2.220992 0.702829 -2.686958 -0.11 0.02 -0.07
C 3.884717 1.821832 -1.725369 0.02 0.00 0.03
C 4.534886 2.931546 -2.543022 -0.05 0.03 -0.03
C 4.986149 0.865116 -1.267652 0.00 -0.05 -0.03
C 3.231770 2.428670 -0.477039 -0.03 0.02 0.00
C 3.171938 -0.720341 -4.117266 0.02 -0.03 0.00
C 4.133465 -1.617817 -3.336493 0.01 0.01 0.02
C 2.008770 -1.609581 -4.570990 0.00 0.02 -0.01
C 3.886520 -0.156761 -5.336907 0.02 0.04 0.00
H -0.421149 2.314945 -5.251713 0.00 0.02 0.00
H -0.444496 0.987988 -4.087134 0.03 0.00 -0.03
H 0.575444 0.887670 -5.539611 0.01 0.00 0.00
H 1.580438 3.642223 -5.627956 0.00 0.00 0.01
H 2.701331 2.285253 -5.731831 -0.01 0.02 0.00
H 2.984909 3.581485 -4.571436 0.02 0.00 0.00
H 0.077780 3.962672 -3.624827 0.00 0.01 0.00
H 1.511576 3.911344 -2.601120 -0.03 -0.02 0.00
H 0.151452 2.851997 -2.251005 0.04 0.05 -0.03
H 4.884209 2.584906 -3.518791 0.02 -0.01 0.00
H 5.403178 3.324100 -1.995552 -0.01 0.01 0.01
H 3.851269 3.766880 -2.700126 0.00 -0.01 -0.01
H 5.636767 0.573256 -2.095465 -0.02 0.01 0.02
H 4.597935 -0.041718 -0.799050 0.02 0.04 -0.02
H 5.612030 1.375197 -0.523411 0.00 0.01 -0.01
H 2.381942 3.073692 -0.713925 0.04 -0.02 0.00
H 3.973027 3.031588 0.064141 0.00 -0.01 0.01
H 2.859965 1.658675 0.201984 -0.01 0.03 0.00
H 3.694828 -1.971421 -2.399000 0.01 0.01 0.00
H 5.073671 -1.117639 -3.105757 -0.03 -0.01 0.00
H 4.372686 -2.503841 -3.941564 0.00 0.00 -0.01
H 1.517025 -2.085511 -3.718791 0.00 0.00 0.00
H 2.389113 -2.405933 -5.226229 0.00 0.00 0.00
H 1.245926 -1.060355 -5.124796 0.01 0.01 0.00
H 4.672644 0.552262 -5.063209 -0.01 0.00 -0.01
H 3.194653 0.348149 -6.012405 0.01 -0.01 0.00
H 4.357091 -0.973308 -5.904730 0.01 0.00 0.00
```
Forces are in eV/Å.

Computed properties:
DFT total energy = -132785.6221 eV
net charge = -2

=====

[2]
The following is a quantum chemistry calculation of a 2-piece molecular cluster, C6H8OS overall, from the Open Molecules 2025 dataset.

XYZ file:
```
16
Properties=species:S:1:pos:R:3:forces:R:3
C -0.024769 1.441927 0.467510 -0.88 -2.11 1.13
C -0.289157 0.691074 1.695558 -0.20 -2.47 -1.32
C -0.128162 0.708982 -0.635169 1.38 2.08 -2.52
C -0.441914 -0.623822 1.456875 -0.06 1.03 3.50
C -0.290220 -0.782280 -0.865559 1.06 0.98 -3.82
C -0.630895 -1.554806 0.372935 -0.21 -1.66 -0.46
O 3.150241 0.782573 0.337669 -0.55 -0.66 -0.43
S 2.939389 -0.737340 -0.272095 0.80 0.75 0.52
H 0.162616 2.463276 0.644797 0.32 1.25 -0.87
H -0.389238 1.263187 2.586735 -0.01 -0.31 1.00
H 0.195042 1.330456 -1.493517 -0.59 -0.86 -0.24
H -0.931433 -0.936360 -1.822869 0.47 0.16 1.85
H 0.754953 -1.045239 -1.310219 -1.86 0.13 1.08
H -0.120748 -2.555155 0.364375 0.40 1.11 0.58
H -1.650046 -1.959530 0.403247 -0.35 0.68 -0.12
H 2.273382 1.213845 0.251362 0.28 -0.09 0.11
```
Forces are in eV/Å.

Computed properties:
2S+1 = 3
DFT total energy = -19228.3134 eV
ΔE to the lowest compared entry with this formula, charge and spin = 42.9 kcal/mol
<S²> = 2.0260